[1]
The following is a quantum chemistry calculation of 17 unconnected molecules or ions with the total composition C70H187N13O22 in a non-equilibrium geometry, from OMol25.

Results
- Highest occupied orbital energy: -0.3169 Eh

Geometry (Å):
C (3.82329, 1.64704, -10.56341)
C (3.28572, 3.03639, -10.07983)
C (2.16087, 3.02355, -8.99493)
O (2.62803, 2.37549, -7.77647)
C (1.53519, 2.07200, -6.90221)
N (4.40047, 3.83147, -9.62880)
H (3.10775, 1.08720, -11.16565)
H (4.05787, 0.93499, -9.77218)
H (4.73150, 1.77816, -11.15169)
H (2.90892, 3.51011, -10.98632)
H (1.40145, 2.36349, -9.41412)
H (1.67443, 3.97832, -8.79524)
H (2.08783, 1.80549, -6.00129)
H (0.97835, 1.15231, -7.08162)
H (0.87197, 2.89964, -6.65071)
H (4.47532, 3.52950, -8.66791)
H (4.16398, 4.81279, -9.59442)
C (8.03534, -0.59646, -0.81450)
C (7.59518, 0.55155, 0.11943)
C (6.10107, 0.66137, 0.44246)
O (5.42979, 1.20018, -0.71824)
C (3.98655, 1.21016, -0.64208)
N (8.42130, 0.54921, 1.27941)
H (7.46825, -0.66345, -1.74294)
H (7.84625, -1.50110, -0.23660)
H (9.09435, -0.60794, -1.07233)
H (7.78694, 1.53853, -0.30154)
H (5.89653, 1.30640, 1.29698)
H (5.64882, -0.28318, 0.74477)
H (3.56172, 1.76706, -1.47723)
H (3.56454, 1.70318, 0.23368)
H (3.67833, 0.16890, -0.54789)
H (9.35785, 0.80442, 1.00040)
H (8.26282, 1.27742, 1.96108)
C (0.42518, -2.39032, 0.72354)
C (1.78392, -2.04333, 1.31718)
C (2.85120, -2.70607, 0.41203)
O (4.04414, -2.90778, 1.18032)
C (5.17305, -3.42464, 0.51630)
N (1.87879, -0.55458, 1.45628)
H (0.39815, -1.94350, -0.27030)
H (-0.40004, -2.07427, 1.36169)
H (0.25396, -3.46647, 0.69722)
H (1.94238, -2.55772, 2.26501)
H (3.11297, -2.03906, -0.40935)
H (2.46700, -3.62617, -0.02832)
H (5.60491, -2.55536, 0.02037)
H (4.91655, -4.20327, -0.20206)
H (5.97969, -3.70385, 1.19414)
H (2.79144, -0.47992, 1.88240)
H (1.34513, -0.24741, 2.25687)
C (-1.61084, -1.01871, 7.47876)
C (-2.35685, -1.78255, 8.58890)
C (-3.20252, -0.86535, 9.46389)
O (-3.90629, -1.59632, 10.43714)
C (-4.67232, -0.68621, 11.23611)
N (-3.19548, -2.72963, 7.88749)
H (-2.29088, -0.56167, 6.75990)
H (-1.05140, -1.69420, 6.83158)
H (-0.90302, -0.31918, 7.92345)
H (-1.66595, -2.35947, 9.20365)
H (-3.95766, -0.37720, 8.84779)
H (-2.54322, -0.14111, 9.94231)
H (-5.34723, -0.09835, 10.61400)
H (-4.01903, -0.04292, 11.82559)
H (-5.20654, -1.26016, 11.99327)
H (-3.84634, -2.12117, 7.41183)
H (-2.62542, -2.99327, 7.09653)
C (-5.83375, 0.99614, 7.49412)
C (-5.85483, -0.07157, 6.36269)
C (-4.96782, 0.27201, 5.17044)
O (-5.24901, 1.52924, 4.56477)
C (-4.30106, 1.79866, 3.51486)
N (-5.46117, -1.40013, 6.87625)
H (-6.34034, 0.68606, 8.40807)
H (-6.35446, 1.91511, 7.22496)
H (-4.82658, 1.36999, 7.67839)
H (-6.87162, -0.19062, 5.98846)
H (-5.06272, -0.46030, 4.36869)
H (-3.92260, 0.20798, 5.47295)
H (-3.28839, 1.89571, 3.90625)
H (-4.53952, 2.77832, 3.10073)
H (-4.34318, 1.08916, 2.68846)
H (-5.74541, -2.16705, 6.28367)
H (-6.04667, -1.61572, 7.67049)
C (-1.99880, -3.77034, -9.17175)
C (-0.81860, -4.07013, -8.29600)
C (-1.24726, -4.34087, -6.85858)
O (-1.71269, -3.08094, -6.30373)
C (-2.32394, -3.23923, -5.02246)
N (-0.01786, -5.13538, -8.90365)
H (-1.69663, -3.70235, -10.21682)
H (-2.60924, -2.91891, -8.87088)
H (-2.72903, -4.57957, -9.16837)
H (-0.16951, -3.19539, -8.25591)
H (-0.45857, -4.71572, -6.20623)
H (-2.08893, -5.03342, -6.86641)
H (-3.13146, -3.96154, -4.90300)
H (-2.68814, -2.22809, -4.84071)
H (-1.51399, -3.46374, -4.32843)
H (0.91768, -5.11864, -8.52342)
H (0.16912, -4.99648, -9.88642)
C (-0.94072, -6.08630, 4.64877)
C (-1.92367, -5.87575, 3.49610)
C (-2.04931, -4.41401, 3.08569)
O (-2.42016, -3.79903, 4.29416)
C (-3.01807, -2.50074, 4.14409)
N (-1.46384, -6.76897, 2.40297)
H (-1.18271, -5.57125, 5.57843)
H (0.11248, -5.94047, 4.40878)
H (-1.06545, -7.11912, 4.97406)
H (-2.96102, -6.18033, 3.63477)
H (-2.82748, -4.33694, 2.32634)
H (-1.18312, -3.93499, 2.62923)
H (-2.28683, -1.73961, 3.87191)
H (-3.45424, -2.24974, 5.11097)
H (-3.82736, -2.54510, 3.41527)
H (-1.95086, -7.64115, 2.55202)
H (-1.85621, -6.38791, 1.55389)
C (-0.34591, -7.46813, -1.02993)
C (-0.69692, -6.02402, -0.71924)
C (-0.35276, -5.06047, -1.90315)
O (1.08972, -4.95809, -1.98351)
C (1.62497, -3.89947, -2.79421)
N (-2.11951, -6.07428, -0.40472)
H (-1.00638, -7.92455, -1.76720)
H (-0.63000, -8.08709, -0.17888)
H (0.67566, -7.57898, -1.39354)
H (-0.26307, -5.75761, 0.24456)
H (-0.83947, -4.09362, -1.77506)
H (-0.77013, -5.46256, -2.82631)
H (1.45622, -2.87643, -2.45804)
H (1.32711, -3.80776, -3.83870)
H (2.68868, -4.06684, -2.96333)
H (-2.54558, -5.17270, -0.56510)
H (-2.59917, -6.70510, -1.03089)
C (1.62098, -3.34368, 5.17540)
C (1.65049, -4.30687, 6.36555)
O (2.92510, -4.21377, 6.98260)
H (2.28505, -3.57869, 4.34360)
H (1.90225, -2.35329, 5.53331)
H (0.60286, -3.26728, 4.79371)
H (1.56414, -5.32258, 5.97956)
H (0.81892, -4.14922, 7.05238)
H (2.98605, -3.32130, 7.33098)
C (-2.17598, 2.38514, 7.11397)
C (-1.76210, 3.78949, 7.35878)
O (-2.97138, 4.53816, 7.23112)
H (-2.55357, 2.34349, 6.09231)
H (-2.97162, 2.00519, 7.75482)
H (-1.35273, 1.68421, 7.25203)
H (-1.16857, 4.17771, 6.53106)
H (-1.20892, 3.90144, 8.29128)
H (-2.77676, 5.47717, 7.18659)
C (-0.42103, 4.15200, -4.02718)
C (-1.42233, 5.32477, -3.80052)
O (-2.11420, 5.55481, -5.01885)
H (-0.92554, 3.22700, -4.30635)
H (0.07697, 3.85729, -3.10347)
H (0.33756, 4.38099, -4.77565)
H (-0.73071, 6.13238, -3.56068)
H (-2.17091, 5.09479, -3.04234)
H (-2.72412, 6.29048, -4.92730)
C (-3.57758, -1.34577, 0.71017)
C (-2.91862, -1.92867, -0.56104)
O (-3.19044, -3.37063, -0.67446)
H (-3.15377, -1.83150, 1.58911)
H (-4.65786, -1.48646, 0.67409)
H (-3.44390, -0.27389, 0.85610)
H (-1.85793, -1.67808, -0.57726)
H (-3.34174, -1.50596, -1.47230)
H (-4.14976, -3.40622, -0.68047)
C (2.19117, 5.35057, -2.22584)
O (1.10771, 5.70938, -1.33253)
C (1.45064, 5.47320, 0.08281)
C (0.39738, 6.04154, 1.03510)
N (-0.85863, 5.43113, 1.13481)
C (-1.68073, 5.47542, -0.06670)
C (-3.11843, 5.10360, 0.42906)
O (-3.56271, 6.09561, 1.33991)
C (-4.96283, 6.07609, 1.53356)
H (3.15854, 5.79462, -1.99111)
H (1.83168, 5.67604, -3.20202)
H (2.18568, 4.26592, -2.33358)
H (2.40845, 5.90281, 0.37630)
H (1.58428, 4.42856, 0.36382)
H (0.15890, 7.08871, 0.84888)
H (0.89174, 5.97981, 2.00458)
H (-1.35153, 5.83412, 1.91887)
H (-1.61172, 4.75343, -0.88037)
H (-1.60953, 6.46922, -0.50875)
H (-3.09526, 4.09984, 0.85337)
H (-3.72860, 4.99802, -0.46796)
H (-5.27518, 5.07812, 1.84115)
H (-5.38157, 6.29460, 0.55122)
H (-5.31211, 6.86745, 2.19677)
C (6.17164, 6.61904, 6.86441)
O (6.35330, 5.17049, 6.98124)
C (5.74542, 4.70151, 8.20568)
C (6.01966, 3.16263, 8.24834)
N (5.71578, 2.61941, 6.90735)
C (4.27862, 2.48059, 6.66504)
C (3.87902, 1.96219, 5.24844)
O (4.12928, 3.01986, 4.36517)
C (3.37516, 2.81976, 3.25752)
H (5.10669, 6.83248, 6.77264)
H (6.58639, 7.03882, 5.94796)
H (6.55551, 7.17974, 7.71668)
H (4.67799, 4.91653, 8.25532)
H (6.13347, 5.17213, 9.10902)
H (5.38912, 2.62591, 8.95717)
H (7.04414, 3.10743, 8.61645)
H (5.99117, 3.40860, 6.34038)
H (3.82069, 3.46714, 6.73662)
H (3.78049, 1.88080, 7.42676)
H (2.82107, 1.72299, 5.35634)
H (4.45023, 1.04855, 5.08392)
H (2.29713, 2.82157, 3.41865)
H (3.60589, 1.89151, 2.73482)
H (3.57414, 3.52988, 2.45488)
C (-3.49130, 0.44085, -5.44700)
O (-3.59363, 0.38990, -4.01392)
C (-3.31713, 1.61982, -3.35814)
C (-4.09651, 1.59783, -1.99269)
N (-5.55134, 1.80746, -2.06880)
C (-5.88457, 3.20418, -2.32486)
C (-7.35505, 3.42658, -2.63495)
O (-7.65129, 2.90642, -3.90911)
C (-9.06555, 2.83511, -4.21409)
H (-2.44272, 0.58616, -5.70670)
H (-4.20072, 1.06924, -5.98547)
H (-3.59803, -0.55395, -5.87953)
H (-3.73205, 2.49360, -3.86058)
H (-2.25233, 1.83910, -3.27927)
H (-3.66481, 2.39387, -1.38602)
H (-3.89832, 0.66718, -1.46097)
H (-5.85656, 1.39277, -2.93769)
H (-5.33730, 3.58234, -3.18834)
H (-5.56228, 3.85290, -1.51037)
H (-7.65083, 4.47447, -2.58466)
H (-7.92302, 2.96185, -1.82901)
H (-9.73503, 3.61025, -3.84119)
H (-9.41685, 1.87323, -3.84062)
H (-9.23603, 2.90447, -5.28843)
C (3.26822, -5.98731, -9.32979)
O (2.81376, -5.17297, -8.21184)
C (3.51617, -5.43077, -7.02349)
C (2.99820, -4.58638, -5.89552)
N (3.37542, -3.14850, -5.99935)
C (3.08976, -2.42678, -7.26300)
C (3.33419, -0.91324, -7.15803)
O (4.80455, -0.79626, -7.13410)
C (5.22102, 0.54213, -6.83624)
H (2.70376, -5.77653, -10.23811)
H (3.24005, -7.07646, -9.29729)
H (4.31221, -5.77038, -9.55593)
H (4.60022, -5.32912, -7.07437)
H (3.25704, -6.44749, -6.72814)
H (3.30690, -5.03942, -4.95342)
H (1.91398, -4.61677, -5.78758)
H (4.36622, -3.10577, -5.80807)
H (2.10435, -2.73995, -7.60795)
H (3.67047, -2.89628, -8.05701)
H (2.93416, -0.48173, -6.24049)
H (2.90099, -0.32544, -7.96730)
H (6.28654, 0.51580, -6.60803)
H (4.75736, 1.10027, -6.02285)
H (5.11220, 1.14729, -7.73626)
C (0.01200, 0.91398, 4.54725)
O (0.19639, 0.96508, 3.15868)
C (-0.79844, 1.83999, 2.52199)
C (-0.32372, 2.10512, 1.06447)
N (-0.43631, 1.00892, 0.10941)
C (-0.14465, 1.35697, -1.26274)
C (-0.32480, 0.15279, -2.23333)
O (0.05092, 0.59426, -3.52851)
C (0.07310, -0.42325, -4.49351)
H (0.08163, 1.90073, 5.00504)
H (0.81232, 0.35146, 5.02805)
H (-0.92687, 0.44002, 4.83358)
H (-0.93715, 2.78468, 3.04776)
H (-1.78524, 1.38507, 2.60787)
H (0.73149, 2.37631, 1.03147)
H (-0.84507, 2.99573, 0.71358)
H (0.18764, 0.29774, 0.46297)
H (0.89448, 1.68199, -1.31437)
H (-0.88275, 2.09034, -1.58753)
H (-1.37193, -0.14960, -2.24692)
H (0.29674, -0.70454, -1.97493)
H (-0.94881, -0.76619, -4.65532)
H (0.74232, -1.25830, -4.28631)
H (0.46165, 0.00076, -5.41945)

Cartesian forces (eV/Å) of the 3 atoms listed first:
C -0.5481 -0.0538 0.5142
C -0.2517 -0.2669 -0.1691
C 0.2743 -2.2238 -0.8056

Here are the Mulliken charges for atoms 1 to 5, given in e: C -1.183; C 0.311; C -0.746; O -0.170; C -1.045

=====

[2]
The following is a quantum chemistry calculation of 5 unconnected molecules or ions with the total composition C70H52F2NO15S in a non-equilibrium geometry, from OMol25.

Results
- Highest occupied orbital energy: -0.4155 Eh
- Total charge: +1

Geometry (Å):
C (-0.67998, -0.96307, 2.63540)
C (-1.25803, -1.14541, 1.13322)
C (-1.14151, 0.30555, 0.41434)
F (-2.45408, 0.75891, -0.03683)
C (-0.15115, 0.13652, -0.83355)
C (-0.76297, -0.73663, -2.00614)
O (-2.03928, -1.34285, -1.93416)
C (0.06740, -0.96516, -3.29504)
O (-0.40691, -1.72219, -4.41010)
C (1.50201, -0.30018, -3.31439)
C (2.34218, -0.60101, -4.65358)
O (2.03692, 0.33071, -5.73649)
C (2.28339, -0.38632, -6.97122)
C (3.63286, -1.24234, -7.19697)
O (1.46614, -0.33693, -7.92990)
C (2.03525, 0.56318, -2.11245)
S (3.72903, 1.36403, -2.21489)
O (4.20118, 1.58798, -3.61611)
O (3.74824, 2.73127, -1.55425)
F (4.77801, 0.35849, -1.32720)
N (1.18531, 0.71425, -0.92114)
C (1.64902, 1.48335, 0.30278)
C (1.05013, 2.97431, 0.38970)
C (0.22623, 3.46526, -0.88935)
O (1.03030, 3.75021, -2.06411)
H (-1.43142, -0.40860, 3.31729)
H (0.29280, -0.34096, 2.67132)
H (-0.43934, -1.98559, 3.08048)
H (-2.36192, -1.42691, 1.20940)
H (-0.62453, -1.88251, 0.53263)
H (-0.81501, 1.05874, 1.20029)
H (-2.28519, -1.76489, -2.79003)
H (-1.21666, -1.28798, -4.79324)
H (2.01209, -1.63976, -5.01717)
H (3.47118, -0.68275, -4.44312)
H (3.70807, -2.13443, -6.46635)
H (3.62744, -1.71577, -8.24984)
H (4.56478, -0.56392, -7.14800)
H (1.31877, 0.94324, 1.27267)
H (2.80385, 1.49917, 0.38354)
H (0.37771, 3.03157, 1.33256)
H (1.90375, 3.71682, 0.58433)
H (-0.63207, 2.78290, -1.21455)
H (-0.26957, 4.47021, -0.58725)
H (0.77902, 4.66406, -2.34974)
C (6.78491, 0.71357, 0.32735)
C (8.15785, 0.61915, 0.54672)
C (8.65388, 0.57847, 1.84594)
C (7.77707, 0.64441, 2.93025)
C (6.40527, 0.76354, 2.70898)
C (5.91069, 0.78645, 1.40523)
C (5.46763, 0.88429, 3.84819)
O (4.26579, 0.98491, 3.65339)
C (6.00967, 0.88988, 5.22492)
C (5.14452, 1.06064, 6.30718)
C (5.64389, 1.05389, 7.60557)
C (7.00651, 0.86749, 7.82850)
C (7.87248, 0.70259, 6.75288)
C (7.37672, 0.72318, 5.44822)
C (8.31158, 0.58246, 4.30923)
O (9.50409, 0.42371, 4.50285)
H (6.39696, 0.73689, -0.68504)
H (8.84133, 0.57507, -0.29521)
H (9.72388, 0.49961, 2.01145)
H (4.84306, 0.86568, 1.22748)
H (4.08115, 1.20320, 6.14113)
H (4.97012, 1.19198, 8.44535)
H (7.39452, 0.85511, 8.84206)
H (8.93377, 0.56260, 6.93296)
C (-1.66728, 9.41981, 2.58175)
C (-1.60462, 8.24541, 1.83493)
C (-0.96783, 7.12329, 2.35385)
C (-0.38027, 7.17606, 3.61853)
C (-0.42205, 8.35949, 4.35581)
C (-1.07712, 9.47866, 3.83953)
C (0.23986, 8.44415, 5.67768)
O (0.20067, 9.47611, 6.32366)
C (0.95698, 7.25839, 6.19756)
C (1.63428, 7.34033, 7.41516)
C (2.30001, 6.22700, 7.91797)
C (2.28404, 5.02613, 7.21183)
C (1.61508, 4.94191, 5.99572)
C (0.95808, 6.06138, 5.48142)
C (0.27955, 5.97146, 4.16985)
O (0.26887, 4.92006, 3.54808)
H (-2.17236, 10.29242, 2.18000)
H (-2.05466, 8.20428, 0.84806)
H (-0.92687, 6.20945, 1.76925)
H (-1.12459, 10.39823, 4.41427)
H (1.64831, 8.27193, 7.97235)
H (2.83040, 6.29458, 8.86253)
H (2.79764, 4.15585, 7.60818)
H (1.61042, 4.00467, 5.44793)
C (-4.20715, -5.72312, 6.16134)
C (-4.89727, -6.92986, 6.06880)
C (-4.92800, -7.62431, 4.86415)
C (-4.27760, -7.10698, 3.74355)
C (-3.60700, -5.88645, 3.82984)
C (-3.56336, -5.20065, 5.04502)
C (-2.95498, -5.30257, 2.63640)
O (-2.36480, -4.23632, 2.71168)
C (-3.03668, -6.02664, 1.34785)
C (-2.47638, -5.46121, 0.20095)
C (-2.53689, -6.14075, -1.01138)
C (-3.14838, -7.39059, -1.08124)
C (-3.71254, -7.95462, 0.05769)
C (-3.66606, -7.26878, 1.27264)
C (-4.30090, -7.86201, 2.47104)
O (-4.83966, -8.95315, 2.40941)
H (-4.17600, -5.18641, 7.10420)
H (-5.41002, -7.33060, 6.93731)
H (-5.46305, -8.56664, 4.79976)
H (-3.03199, -4.25734, 5.12221)
H (-1.99544, -4.48893, 0.24869)
H (-2.10504, -5.69685, -1.90307)
H (-3.18904, -7.92368, -2.02582)
H (-4.19190, -8.92664, -0.00408)
C (-8.93290, -1.43369, -7.28287)
C (-8.38464, -1.20439, -6.02273)
C (-7.01408, -1.33304, -5.82556)
C (-6.18785, -1.70382, -6.88739)
C (-6.74047, -1.95718, -8.14373)
C (-8.11391, -1.81008, -8.34218)
C (-5.88186, -2.39924, -9.26663)
O (-6.36229, -2.61712, -10.36432)
C (-4.43172, -2.58043, -9.03126)
C (-3.61669, -3.05143, -10.06211)
C (-2.25021, -3.21140, -9.85140)
C (-1.69294, -2.89295, -8.61469)
C (-2.50450, -2.42923, -7.58592)
C (-3.87493, -2.28152, -7.78916)
C (-4.72920, -1.82085, -6.67300)
O (-4.23627, -1.54620, -5.58633)
H (-10.00147, -1.32415, -7.43804)
H (-9.02632, -0.92300, -5.19390)
H (-6.59234, -1.14796, -4.84260)
H (-8.54798, -1.99257, -9.32016)
H (-4.04412, -3.29832, -11.02901)
H (-1.61879, -3.58252, -10.65230)
H (-0.62618, -3.01058, -8.45214)
H (-2.06553, -2.18762, -6.62381)

Cartesian forces (eV/Å) of the 3 atoms listed first:
C 0.1398 -0.0637 0.0718
C 0.4163 1.2223 0.7740
C -0.5257 -0.5708 0.3536

Here are the Mulliken charges for atoms 1 to 5, given in e: C -1.070; C -0.309; C 0.377; F -0.372; C -0.046

=====

no.,electronic energy (Ha)
1,-5145.72047
2,-4479.49904